1.
Below is 4 unconnected molecules or ions with the total composition C29H57BClO10P, with properties calculated with ωB97M-V/def2-TZVPD.

Geometry as XYZ:
```
99
C29H57BClO10P ωB97M-V/def2-TZVPD
C -2.749 -3.241 -8.552
O -2.534 -2.537 -7.351
C -1.729 -1.386 -7.518
C -1.501 -0.750 -6.162
C -0.821 -1.709 -5.168
C -1.698 -2.155 -3.982
C -1.005 -2.025 -2.621
C -1.057 -0.703 -1.902
C -0.316 -0.413 -0.824
C 0.673 -1.352 -0.182
P 2.351 -1.211 -0.853
O 2.393 -1.498 -2.289
O 2.948 0.180 -0.380
O 3.253 -2.186 0.040
C -0.492 0.935 -0.202
O 0.453 1.551 0.254
C -1.868 1.509 -0.180
B -2.311 2.308 1.108
C -2.258 1.625 2.512
O -2.751 3.606 1.026
C -2.622 1.235 -1.252
C -4.037 1.688 -1.501
C -4.180 3.178 -1.878
C -5.356 3.847 -1.196
Cl -6.904 3.092 -1.709
C -1.984 0.398 -2.334
O -2.180 0.676 -3.496
H -1.953 -3.972 -8.729
H -3.696 -3.772 -8.469
H -2.810 -2.559 -9.408
H -2.243 -0.676 -8.181
H -0.773 -1.644 -7.996
H -2.454 -0.389 -5.777
H -0.862 0.120 -6.328
H 0.107 -1.272 -4.794
H -0.534 -2.606 -5.722
H -2.654 -1.632 -3.994
H -1.943 -3.212 -4.097
H 0.030 -2.360 -2.712
H -1.500 -2.744 -1.952
H 0.353 -2.380 -0.372
H 0.702 -1.193 0.899
H 2.506 0.932 -0.793
H 2.746 -2.838 0.531
H -1.484 2.151 3.082
H -1.972 0.574 2.476
H -3.193 1.745 3.063
H -2.286 4.108 0.351
H -4.630 1.451 -0.613
H -4.442 1.094 -2.318
H -3.273 3.732 -1.640
H -4.351 3.236 -2.954
H -5.314 3.722 -0.117
H -5.428 4.901 -1.450
C 0.440 -5.420 -1.102
C -0.997 -5.729 -0.713
O -1.812 -6.126 -1.798
C -1.411 -7.311 -2.467
C -1.412 -8.547 -1.585
H 0.470 -4.717 -1.936
H 0.962 -4.977 -0.251
H 0.989 -6.315 -1.394
H -1.478 -4.831 -0.321
H -1.020 -6.476 0.089
H -0.429 -7.176 -2.934
H -2.133 -7.430 -3.276
H -0.627 -8.515 -0.829
H -1.245 -9.436 -2.195
H -2.371 -8.649 -1.075
C 3.070 1.325 4.944
C 1.722 2.017 5.031
O 0.628 1.135 5.230
C 0.661 0.379 6.427
C 0.636 1.223 7.691
H 3.040 0.517 4.211
H 3.830 2.049 4.646
H 3.378 0.902 5.901
H 1.506 2.521 4.089
H 1.743 2.790 5.808
H 1.528 -0.291 6.436
H -0.229 -0.250 6.386
H 1.560 1.786 7.827
H 0.510 0.580 8.563
H -0.192 1.932 7.657
C 6.681 5.090 3.297
C 5.259 4.607 3.526
O 4.898 4.508 4.894
C 4.928 5.719 5.627
C 3.966 6.776 5.112
H 7.383 4.492 3.880
H 6.937 4.997 2.241
H 6.810 6.136 3.578
H 5.144 3.597 3.132
H 4.549 5.243 2.985
H 5.948 6.120 5.669
H 4.656 5.436 6.644
H 4.267 7.167 4.139
H 3.930 7.615 5.808
H 2.962 6.361 5.015
```

Values from the calculation:
Molecular weight, Da: 643.00
Frontier orbital gap, Eh: 0.318
Net charge: 0
Structure (SMILES): COCCCCCC1=C(CP(=O)(O)O)C(=O)C(B(C)O)=C(CCCCl)C1=O.CCOCC.CCOCC.CCOCC

2.
Below is a molecular structure, C29H57Ca2O10, with properties calculated with ωB97M-V/def2-TZVPD.

Geometry as XYZ:
```
98
C29H57Ca2O10 ωB97M-V/def2-TZVPD
Ca -2.467 -2.152 0.755
Ca -0.277 -2.475 3.486
O 0.734 0.584 0.162
C -0.182 -0.307 0.453
O -0.201 -0.975 1.480
O -0.947 -0.708 -0.485
H 0.471 0.396 -0.742
C -0.458 0.654 -5.255
C -0.637 0.958 -3.815
C -1.934 1.710 -3.848
O -2.739 0.972 -4.738
C -1.848 0.259 -5.647
H 0.298 -0.091 -5.502
H -0.100 1.528 -5.800
H 0.196 1.539 -3.418
H -0.687 -0.015 -3.327
H -1.832 2.737 -4.199
H -2.331 1.770 -2.835
H -2.135 0.443 -6.682
H -2.043 -0.813 -5.608
C -0.290 -4.946 -2.311
C -0.796 -5.913 -1.318
C -1.863 -5.139 -0.617
O -1.380 -3.748 -0.719
C -0.264 -3.703 -1.469
H -0.911 -4.940 -3.206
H 0.719 -5.263 -2.574
H -0.073 -6.247 -0.573
H -1.159 -6.830 -1.781
H -1.909 -5.375 0.446
H -2.814 -5.170 -1.149
H 0.554 -3.538 -0.766
H -0.181 -2.838 -2.128
C 4.275 -1.670 4.397
C 4.224 -1.064 3.032
C 2.993 -1.751 2.603
O 2.066 -1.778 3.666
C 2.886 -1.565 4.884
H 4.855 -1.110 5.132
H 4.616 -2.702 4.318
H 5.030 -1.184 2.307
H 4.242 0.009 3.223
H 3.352 -2.720 2.257
H 2.482 -1.150 1.851
H 2.883 -2.462 5.504
H 2.600 -0.721 5.512
C 0.969 4.290 -0.186
C 1.572 4.130 -1.583
C 0.499 4.681 -2.493
O -0.761 4.523 -1.783
C -0.565 4.129 -0.397
H 1.124 5.313 0.154
H 1.433 3.662 0.574
H 1.814 3.100 -1.842
H 2.525 4.651 -1.673
H 0.519 4.186 -3.465
H 0.674 5.734 -2.716
H -0.782 3.068 -0.276
H -1.147 4.639 0.370
C 0.455 2.620 3.545
C -0.599 3.663 3.857
C -1.715 2.813 4.425
O -1.009 1.709 5.097
C 0.254 1.457 4.532
H 1.468 2.978 3.367
H 0.165 2.139 2.611
H -0.955 4.263 3.019
H -0.145 4.355 4.567
H -2.268 2.352 3.606
H -2.223 3.487 5.114
H 0.368 0.439 4.162
H 0.952 1.579 5.361
C 2.369 -1.069 -2.313
C 2.833 -2.165 -3.197
C 3.601 -3.112 -2.271
O 3.629 -2.536 -1.024
C 3.326 -1.144 -1.081
H 1.391 -1.237 -1.860
H 2.205 -0.121 -2.825
H 3.462 -1.865 -4.035
H 1.912 -2.601 -3.582
H 4.668 -3.107 -2.497
H 3.178 -4.116 -2.249
H 4.270 -0.601 -1.030
H 2.665 -0.741 -0.312
C -5.092 1.179 1.943
C -4.217 1.952 1.029
C -3.951 0.982 -0.075
O -3.805 -0.213 0.713
C -4.834 -0.237 1.738
H -6.177 1.268 1.888
H -4.949 1.347 3.010
H -3.339 2.313 1.566
H -4.641 2.914 0.743
H -3.105 1.113 -0.750
H -4.821 0.878 -0.723
H -4.456 -0.724 2.637
H -5.758 -0.809 1.653
```

Values from the calculation:
Molecular weight, Da: 645.92
Frontier orbital gap, Eh: 0.087
Energy relative to the best compared isomer or geometry (same formula, charge and spin), kcal per mole: 125.1
Net charge: +3